C13H19HgN2S | the ωB97M-V functional and the def2-TZVPD basis

Cartesian coordinates (Å):
C1 5.17564 -0.91598 -0.29924
Hg1 2.28799 0.36675 -0.69580
N1 2.73774 1.88221 -2.89230
H1 7.45182 -2.03831 0.11176
H2 2.33750 1.42548 -3.71678
H3 6.79875 -1.70366 -0.08023
H4 4.89361 -1.11068 -1.46660
H5 4.55135 -1.56251 0.49055
H6 5.33520 0.25632 -0.04176
H7 2.26177 2.77846 -2.76859
H8 3.72684 2.07249 -3.08530
N2 0.17238 0.85436 -0.44130
S1 -0.41205 0.62985 1.12124
C2 -1.90692 1.44803 0.68349
C3 -2.69984 1.05421 -0.38304
C4 -3.88296 1.75698 -0.64333
C5 -4.24521 2.83919 0.16891
C6 -3.43149 3.22489 1.23846
C7 -2.24951 2.53639 1.50085
C8 -0.73717 -1.11335 0.95632
C9 -0.96247 -1.78012 2.17225
C10 -1.26999 -3.13844 2.14638
C11 -1.33017 -3.82704 0.93099
C12 -1.07070 -3.15793 -0.26758
C13 -0.75984 -1.79230 -0.25096
H9 0.16151 1.78581 -0.87299
H10 -2.39967 0.20961 -1.00365
H11 -4.51305 1.45027 -1.47939
H12 -5.16749 3.38697 -0.03649
H13 -3.70585 4.06756 1.87581
H14 -1.57754 2.81210 2.31115
H15 -0.89834 -1.21493 3.10003
H16 -1.46836 -3.65679 3.08338
H17 -1.58088 -4.88927 0.92085
H18 -1.11436 -3.68374 -1.21975
H19 -0.50824 -1.25289 -1.16736

## Properties
ΔE to the lowest compared entry with this formula, charge and spin ... 7.5 kcal/mol
E ... -31772.631 eV
Charge ... -1
HOMO-LUMO gap (spin up / spin down) ... 4.99 / 3.89 eV